Molecular formula: C20H26N7OPPd
Method: DFT, wB97M-V/def2-TZVPD

XYZ file:
```
56
Properties=species:S:1:pos:R:3:forces:R:3
Pd -0.217800 0.558343 0.047524 -0.8 1.6 -0.9
C 1.942795 -2.787473 3.717291 0.4 -0.6 0.2
N 1.378238 -1.483859 3.347085 -0.3 0.6 0.0
C 1.071268 -0.488553 4.177657 0.3 -0.7 0.3
C 0.569100 0.585378 3.378578 -0.1 0.5 -0.8
N 0.602880 0.220074 2.095188 -0.1 -0.4 0.6
C 1.079426 -1.050534 2.067642 0.0 0.1 0.1
P 1.394469 -2.059057 0.554773 0.5 -0.5 -0.5
C 2.276379 -0.778014 -0.394842 -0.1 0.0 0.3
N 1.787291 0.454811 -0.647938 0.0 -0.6 0.3
C 2.764005 1.181608 -1.239437 0.1 0.1 -0.1
C 3.872427 0.371192 -1.357560 -0.1 0.2 0.0
N 3.559968 -0.836629 -0.826161 -0.3 0.2 0.0
C 4.451784 -1.997318 -0.833670 0.4 -0.4 -0.2
C -0.313927 -2.074495 -0.121638 -0.1 -0.6 0.5
N -1.317336 -1.218665 0.201199 0.8 -0.1 0.0
C -2.469633 -1.725062 -0.277318 -0.2 -0.2 -0.3
C -2.186924 -2.956448 -0.841001 -0.4 0.3 0.1
N -0.851359 -3.163491 -0.730916 0.2 0.5 0.2
C -0.138810 -4.341137 -1.226682 0.2 -0.5 -0.3
H 1.796533 -2.965132 4.780359 -0.1 0.1 0.0
H 3.013550 -2.810603 3.512269 0.0 0.1 -0.1
H 1.451172 -3.580521 3.158743 -0.1 0.1 0.0
H 1.198858 -0.554916 5.252275 0.0 0.0 0.0
H 0.230539 1.555390 3.718140 0.0 0.0 0.1
H 2.655641 2.212326 -1.537532 0.0 0.0 0.0
H 4.838132 0.594751 -1.785964 0.0 -0.1 0.0
H 5.464361 -1.683785 -0.589671 -0.1 0.1 0.1
H 4.470250 -2.446324 -1.826548 -0.1 0.1 0.0
H 4.122106 -2.742649 -0.115017 0.0 0.1 0.1
H -3.424586 -1.233224 -0.180471 0.0 0.0 0.0
H -2.867556 -3.672392 -1.278726 0.1 -0.1 0.0
H -0.787651 -5.212665 -1.178246 -0.1 0.1 0.1
H 0.744582 -4.534886 -0.621851 0.0 0.1 0.1
H 0.154775 -4.197782 -2.266292 0.0 0.1 0.0
O -0.738286 0.357928 -2.207369 -0.3 0.1 0.2
C -1.817086 1.183863 -2.735184 -0.2 0.4 -0.3
C -1.394573 2.632755 -2.919578 0.1 -0.2 0.2
C -0.804413 3.253066 -1.643441 -0.2 -0.1 -0.2
C -1.761762 3.170431 -0.488811 0.1 0.3 -0.2
C -2.829983 4.055613 -0.364020 0.1 -0.2 0.2
C -3.660019 3.973211 0.741915 -0.1 0.1 -0.1
C -3.432323 3.003337 1.715216 0.2 -0.1 -0.1
C -2.377760 2.134259 1.532580 -0.2 -0.1 0.3
N -1.590967 2.224821 0.447688 0.2 -0.2 -0.2
H -0.067291 0.285563 -2.898828 0.2 0.0 0.1
H -2.637629 1.084570 -2.023383 0.0 0.0 0.0
H -2.153747 0.778432 -3.689550 0.1 -0.2 0.1
H -2.276441 3.187640 -3.245800 0.0 0.1 0.0
H -0.658301 2.721126 -3.721383 0.0 0.0 0.0
H -0.566613 4.298383 -1.841986 0.0 0.0 0.1
H 0.134836 2.760351 -1.368390 0.1 0.1 0.0
H -2.973101 4.819164 -1.118024 0.0 0.0 0.0
H -4.478632 4.673996 0.858789 0.0 0.0 0.0
H -4.060230 2.916751 2.591469 0.0 0.0 0.0
H -2.170604 1.346484 2.246830 0.0 0.0 0.0
```
Forces are in eV/Å.

total charge	+4
DFT total energy	-1703.8335	Ha
largest force on an atom	0.0399	Eh/bohr
HOMO energy (alpha / beta)	-21.23 / -21.20	eV
orbital gap (alpha / beta)	8.664 / 4.914	eV
2S+1	5
LUMO (alpha / beta)	-12.57 / -16.29	eV

Charges in e, computed with natural (NBO), in the same order as the atoms: 1.39, -0.44, -0.32, 0.20, 0.15, -0.54, 0.27, 0.85, 0.01, -0.49, -0.04, 0.02, -0.26, -0.43, 0.04, -0.48, -0.04, 0.05, -0.27, -0.43, 0.28, 0.27, 0.26, 0.30, 0.28, 0.27, 0.29, 0.27, 0.26, 0.23, 0.27, 0.29, 0.28, 0.24, 0.26, -0.76, -0.08, -0.44, -0.43, 0.23, -0.20, -0.05, -0.20, 0.02, -0.40, 0.52, 0.19, 0.24, 0.27, 0.25, 0.29, 0.19, 0.28, 0.29, 0.29, 0.22


Molecular formula: C4H5FOS
Method: DFT, wB97M-V/def2-TZVPD

XYZ file:
```
12
Properties=species:S:1:pos:R:3:forces:R:3
C 1.395431 -0.316969 -0.602081 -1.1 -0.3 -0.5
C 0.375995 -0.834194 0.377375 0.0 -0.6 -0.1
C -1.758417 0.425008 -0.049149 1.5 -0.1 1.0
C 0.528480 0.635599 0.170988 1.1 0.2 1.1
H 1.268815 -0.514601 -1.672603 0.2 0.2 0.5
H 0.790624 -1.322690 1.241575 -0.1 0.0 0.3
H -1.989694 0.597941 1.009584 -0.5 0.0 -0.3
H -2.526175 0.682115 -0.736327 -0.7 0.2 -0.4
H 1.104963 1.189447 0.939321 -0.7 -0.1 -0.5
O -0.607433 1.217251 -0.352775 -0.3 0.2 -0.7
F 2.659185 -0.433811 -0.112674 0.4 0.2 -0.3
S -1.241769 -1.325097 -0.213235 0.2 0.3 -0.1
```
Forces are in eV/Å.

total charge	0
structure (SMILES)	F[C@@H]1[C@H]2OCS[C@@H]12
DFT total energy	-728.6440	Ha
largest force on an atom	0.0352	Eh/bohr
HOMO energy	-9.05	eV
orbital gap	9.869	eV
relative energy (zero: lowest compared OMol25 entry of this formula, charge and spin)	113.2	kJ/mol
LUMO	0.82	eV

Charges in e, computed with natural (NBO), in the same order as the atoms: 0.17, -0.44, -0.18, 0.05, 0.20, 0.25, 0.18, 0.21, 0.21, -0.50, -0.34, 0.19


Molecular formula: C2H41O19
Method: DFT, wB97M-V/def2-TZVPD

XYZ file:
```
62
Properties=species:S:1:pos:R:3:forces:R:3
C 0.294161 -0.295597 -0.383581 0.5 0.5 -2.0
C -0.452839 0.645403 0.499419 1.4 1.2 1.9
O -1.115839 1.757403 -0.021581 -0.3 -1.8 -0.3
H -0.377839 -0.427597 -1.238581 0.9 0.5 -0.6
H 0.371161 -1.326597 -0.121581 0.4 -0.1 1.4
H 1.339161 0.031403 -0.631581 -1.4 -0.1 -0.2
H 0.252161 1.069403 1.202419 0.7 -0.2 0.4
H -1.035839 0.045403 1.161419 -1.5 -0.6 0.6
O 3.818161 0.613403 -0.756581 1.1 1.1 -0.4
H 3.990161 0.884403 -1.675581 -0.3 -0.5 0.6
H 3.224161 -0.122597 -0.766581 -0.2 -0.8 -0.4
O -1.747839 -2.163597 0.086419 1.5 -0.6 -1.7
H -2.273839 -2.788597 -0.390581 -0.6 -0.6 -0.4
H -2.266839 -1.846597 0.783419 -2.1 1.1 2.0
O 3.182161 -2.152597 -0.885581 0.8 2.3 0.7
H 2.935161 -2.856597 -1.418581 -0.5 -2.3 -1.2
H 3.055161 -2.343597 0.040419 -0.2 -0.3 0.5
O 2.249161 -2.864597 1.980419 1.3 -2.1 -0.9
H 1.325161 -2.817597 2.191419 -1.1 0.7 0.4
H 2.307161 -3.727597 1.511419 0.2 0.8 0.4
O -3.262839 1.596403 1.526419 -0.7 0.0 0.2
H -3.745839 2.326403 1.124419 -0.2 -0.1 0.3
H -2.509839 1.522403 0.904419 1.0 0.4 -0.4
O 0.239161 -0.043597 3.871419 -0.3 -1.1 -0.7
H -0.164839 0.636403 3.317419 0.1 0.1 0.1
H 0.019161 -0.897597 3.387419 0.4 1.5 1.0
O -0.747839 1.511403 -3.275581 0.9 -0.2 -1.8
H -0.064839 1.839403 -2.689581 0.5 0.6 0.4
H -1.514839 1.352403 -2.751581 -0.9 0.0 0.4
O -0.296839 -2.291597 2.464419 0.4 -0.6 1.4
H -0.484839 -2.009597 1.585419 -0.4 0.2 -1.4
H -0.404839 -3.242597 2.485419 -0.6 -0.2 0.0
O -1.630839 3.990403 -1.171581 -0.5 0.2 0.2
H -1.418839 3.129403 -0.732581 0.3 0.4 -0.4
H -2.456839 3.836403 -1.639581 0.2 0.0 -0.1
O -1.383839 -1.664597 -3.048581 -0.5 0.0 -0.6
H -1.973839 -1.031597 -3.478581 0.3 0.0 -0.6
H -1.573839 -1.378597 -2.162581 0.1 -0.1 1.0
O -2.763839 0.779403 -1.787581 -2.0 0.0 -0.3
H -3.329839 1.515403 -1.470581 0.6 -0.8 -0.3
H -2.019839 0.812403 -1.171581 0.5 0.7 0.9
O 2.398161 2.273403 0.957419 1.8 -0.1 -1.9
H 1.816161 2.527403 1.614419 -2.0 0.9 2.1
H 2.485161 1.320403 0.990419 0.3 -0.3 0.1
O -3.480839 -1.119597 1.902419 0.4 -0.3 0.0
H -3.381839 -0.142597 1.861419 -0.6 -0.1 0.0
H -4.379839 -1.356597 2.142419 0.1 0.4 0.0
O 0.291161 -3.510597 -0.797581 -1.1 -0.7 0.6
H -0.296839 -2.774597 -0.535581 0.0 -0.8 -0.1
H 1.049161 -3.044597 -1.078581 1.4 0.7 -0.6
O 1.456161 2.359403 -1.741581 -0.2 -0.5 -0.4
H 1.001161 1.956403 -0.979581 0.4 0.7 -0.1
H 2.052161 1.652403 -2.046581 -0.3 0.3 0.3
O 1.971161 -0.175597 -3.237581 1.4 0.1 0.3
H 1.790161 -1.087597 -3.009581 -0.5 0.0 -0.2
H 1.297161 0.161403 -3.816581 -1.0 0.0 -0.2
O 2.823161 -0.297597 1.869419 -0.2 -0.2 1.0
H 2.613161 0.054403 2.761419 0.1 -0.2 -0.8
H 2.586161 -1.246597 1.929419 0.3 0.8 0.0
O -0.238839 3.636403 1.762419 1.1 -0.3 0.9
H -0.541839 2.888403 1.222419 -0.6 0.3 -0.6
H -0.891839 4.324403 1.776419 -0.5 0.1 -0.3
```
Forces are in eV/Å.

total charge	-1
DFT total energy	-1530.3815	Ha
largest force on an atom	0.0605	Eh/bohr
HOMO energy	-6.16	eV
orbital gap	8.135	eV
relative energy (zero: lowest compared OMol25 entry of this formula, charge and spin)	161.6	kJ/mol
LUMO	1.97	eV

Charges in e, computed with natural (NBO), in the same order as the atoms: -0.65, -0.09, -1.00, 0.21, 0.18, 0.22, 0.16, 0.11, -0.94, 0.47, 0.48, -0.99, 0.49, 0.52, -0.95, 0.46, 0.49, -0.97, 0.49, 0.48, -1.01, 0.47, 0.51, -0.98, 0.48, 0.49, -1.02, 0.49, 0.47, -0.95, 0.51, 0.49, -0.98, 0.51, 0.44, -0.94, 0.48, 0.47, -0.99, 0.47, 0.51, -0.96, 0.46, 0.49, -1.01, 0.52, 0.48, -0.97, 0.49, 0.45, -0.95, 0.49, 0.48, -0.97, 0.48, 0.50, -0.99, 0.49, 0.48, -1.00, 0.50, 0.47


Molecular formula: C18H27N6O2W
Method: DFT, wB97M-V/def2-TZVPD

XYZ file:
```
54
Properties=species:S:1:pos:R:3:forces:R:3
W 0.088863 0.315894 0.517363 2.5 2.4 -0.3
N -1.410737 1.765494 0.422463 4.9 -4.6 10.7
C -1.742737 1.946394 1.811563 -0.9 -0.1 0.1
C -0.517837 1.554394 2.744663 -0.8 1.6 1.8
N 0.242363 0.315794 2.484463 1.5 0.3 2.5
C -0.517337 -0.923006 2.744663 -0.1 -2.1 1.5
C -1.742437 -1.314906 1.811763 -1.2 0.6 0.5
N -1.410737 -1.133706 0.422563 4.6 2.3 10.4
H -0.297137 2.828394 0.250063 -2.5 0.4 0.4
H -1.723137 2.013594 -0.325937 -6.2 3.9 -10.2
H -2.626937 1.364194 2.077163 0.0 0.1 0.2
H -1.989537 2.997494 1.997363 0.2 -0.1 0.5
H -0.854837 1.567294 3.788263 -0.2 -0.1 -0.2
H 0.207063 2.373994 2.655263 -2.0 -2.0 1.2
H 1.328263 0.316194 2.799863 -3.5 0.0 -0.4
H -0.854137 -0.936206 3.788263 -0.2 0.2 -0.2
H 0.207663 -1.742306 2.654863 -0.3 0.5 0.4
H -2.626637 -0.733006 2.077663 0.1 0.0 0.2
H -1.989037 -2.366106 1.997363 0.1 0.2 0.4
H -1.723437 -1.381706 -0.325637 -7.6 -3.1 -9.3
H -0.297237 -2.196606 0.249663 -3.6 3.0 1.4
C -0.866637 -2.624806 -4.135137 -0.1 -0.1 0.0
C -0.471137 -1.407606 -4.684637 0.1 0.3 0.5
C -0.124537 -0.341006 -3.848837 0.1 0.3 -0.3
C -0.167737 -0.473906 -2.451637 -0.6 -1.7 -0.7
C -0.568737 -1.707706 -1.921137 -0.5 0.1 -1.7
C -0.916037 -2.776506 -2.752037 -0.2 0.5 -0.2
N 0.163463 0.545494 -1.531237 -0.7 0.1 -2.8
N 0.511163 1.615594 -2.067237 0.6 1.5 1.1
C 0.823363 2.576594 -1.090937 1.5 1.7 -1.9
C 1.237263 3.850194 -1.494337 0.0 0.0 -0.4
C 1.555063 4.828294 -0.548137 0.0 -0.1 0.1
C 1.460663 4.537794 0.812363 0.0 0.3 -0.4
C 1.049263 3.271494 1.224863 1.5 1.2 -0.4
C 0.733263 2.299194 0.275963 1.9 -0.9 -0.6
H -1.136037 -3.453906 -4.784437 0.0 0.1 0.1
H -0.431137 -1.284506 -5.763837 0.0 0.0 0.2
H 0.180763 0.598494 -4.301537 0.0 -0.1 0.1
H -0.610037 -1.834906 -0.841737 0.2 -0.2 -3.5
H -1.223837 -3.723806 -2.317337 0.0 0.1 -0.1
H 1.311763 4.079594 -2.554037 -0.1 -0.1 0.1
H 1.875563 5.814794 -0.873737 -0.1 -0.2 0.0
H 1.707363 5.297094 1.550263 0.0 -0.1 -0.1
H 0.971663 3.032894 2.281263 1.7 1.7 -1.1
C 1.511763 -3.573106 1.560463 -0.2 0.2 0.0
C 1.061263 -2.731606 0.400763 5.3 -7.9 -2.2
N 1.076263 -3.348106 -0.812737 0.5 1.2 2.6
O 0.700563 -1.566606 0.517363 2.2 -0.9 0.1
H 1.790763 -4.581306 1.242063 -0.1 0.2 0.0
H 0.696663 -3.649006 2.285063 0.2 -0.1 0.1
H 2.380563 -3.101906 2.027863 -0.1 0.1 0.1
H 1.366463 -4.305506 -0.949037 0.2 -0.1 0.4
H 0.778463 -2.809206 -1.615637 0.5 -0.3 -0.4
O 1.822163 0.315894 0.517363 1.5 -0.1 -0.2
```
Forces are in eV/Å.

total charge	+3
DFT total energy	-1246.6115	Ha
largest force on an atom	0.2458	Eh/bohr
HOMO energy (alpha / beta)	-17.90 / -17.90	eV
orbital gap (alpha / beta)	5.718 / 5.718	eV
LUMO (alpha / beta)	-12.18 / -12.18	eV

Charges in e, computed with Löwdin, in the same order as the atoms: 1.87, -0.12, -0.15, -0.15, -0.20, -0.13, -0.14, -0.14, 0.19, -0.02, 0.12, 0.16, 0.16, 0.05, 0.26, 0.16, 0.10, 0.12, 0.15, -0.05, 0.21, 0.00, 0.01, 0.05, -0.18, -0.13, -0.04, -0.09, 0.20, -0.23, 0.08, 0.03, 0.05, -0.02, -0.35, 0.14, 0.14, 0.13, 0.02, 0.14, 0.15, 0.14, 0.15, 0.10, 0.09, -0.43, 0.29, -0.19, 0.12, 0.11, 0.13, 0.17, 0.08, -0.31


Molecular formula: C5H25NO7
Method: DFT, wB97M-V/def2-TZVPD

XYZ file:
```
38
Properties=species:S:1:pos:R:3:forces:R:3
C -1.870557 -2.043480 0.732650 2.6 -0.3 -1.1
N -0.593504 -1.664170 0.032387 -0.8 -0.5 -1.1
C -0.105467 -2.708372 -0.883683 1.5 -1.6 -1.0
C 2.735103 -0.408611 -2.312939 -0.1 -1.2 2.0
C 1.966159 -1.261619 -1.339024 -0.4 1.1 2.9
C 1.095793 -2.186122 -1.707741 -1.0 -0.6 0.0
H -1.532123 -2.897298 1.303172 -0.8 -1.0 -0.3
H -2.757609 -2.128155 0.090805 0.2 -0.2 0.4
H -1.902714 -1.370682 1.526545 -1.1 1.6 1.1
H -0.734253 -0.857310 -0.595097 0.0 -0.3 0.6
H 0.427385 -3.633602 -0.315589 -2.2 1.7 -1.0
H -0.893827 -3.033367 -1.774144 1.5 0.3 2.6
H 2.602292 -0.840761 -3.267779 0.3 0.0 -1.3
H 3.715564 -0.342674 -1.941784 2.0 -0.5 -0.2
H 2.475245 0.613922 -2.211694 -1.1 0.7 -0.4
H 2.016606 -0.997251 -0.132770 -0.3 -0.3 -3.3
H 1.131238 -2.669482 -2.696453 0.0 0.7 0.1
H -0.695230 -0.661963 -3.536930 0.3 -2.2 -2.4
H -0.533356 0.817238 -3.250982 -0.2 -1.3 0.4
O -0.772222 -0.061307 -2.859512 -0.4 3.4 1.7
H 1.125609 0.193670 3.804659 -3.9 0.3 -1.0
H 2.482746 -0.322558 3.232627 -0.3 -0.3 -0.6
O 2.003108 0.067180 3.951946 4.2 0.0 1.7
H -1.940035 0.543116 3.374900 3.4 -1.4 -0.2
H -0.647025 0.047021 2.461421 -0.8 0.1 0.9
O -0.975596 0.110410 3.391939 -2.5 1.3 -0.8
H -3.597109 0.806214 -0.238877 -2.2 -2.4 -2.0
H -3.020062 1.047681 1.085407 0.1 -0.2 0.9
O -3.078951 1.395251 0.209028 2.1 2.5 1.0
H 0.845998 2.209760 -0.748898 0.2 -0.3 -0.4
H -0.253099 1.355557 -1.384342 1.6 -0.1 0.1
O 0.740323 1.468421 -1.376706 -2.0 1.1 0.9
H -1.224504 3.687370 1.635342 1.4 -0.7 3.2
H -0.969787 3.651691 0.212564 -0.5 0.3 0.1
O -1.623867 3.954220 0.865108 -0.8 0.6 -3.2
H 0.929515 2.070358 1.589785 0.8 1.9 0.2
H 2.208146 3.012169 1.433194 -2.0 0.0 0.5
O 1.220055 3.037537 1.641478 1.2 -2.0 -0.9
```
Forces are in eV/Å.

total charge	0
structure (SMILES)	C/C=C/CNC.O.O.O.O.O.O.O
DFT total energy	-786.7802	Ha
largest force on an atom	0.0877	Eh/bohr
HOMO energy	-8.57	eV
orbital gap	8.509	eV
relative energy (zero: lowest compared OMol25 entry of this formula, charge and spin)	401.7	kJ/mol
LUMO	-0.07	eV

Charges in e, computed with natural (NBO), in the same order as the atoms: -0.43, -0.65, -0.25, -0.65, -0.14, -0.24, 0.21, 0.18, 0.19, 0.37, 0.21, 0.16, 0.21, 0.20, 0.24, 0.19, 0.18, 0.47, 0.48, -0.95, 0.48, 0.47, -0.95, 0.49, 0.48, -0.96, 0.46, 0.46, -0.92, 0.47, 0.49, -0.95, 0.46, 0.46, -0.92, 0.47, 0.49, -0.96


Q: What is the formula in the second record?
A: C4H5FOS